Density functional theory data (ωB97M-V with the def2-TZVPD basis set) for 7 unconnected molecules or ions with the total composition C4H20ClO6.

Calculated values
Frontier orbital gap in Ha: 0.35264
LUMO level in eV: 3.26
M in u: 199.65
Net charge: -1
Energy above the lowest of the compared OMol25 structures with the same formula, charge and spin in kcal/mol: 0.0

Cartesian coordinates (Å):
Cl 0.57 0.17 -0.89
O -0.75 3.02 0.72
H -0.96 2.14 0.37
H -1.28 3.61 0.18
O 3.16 1.92 0.09
H 2.47 1.34 -0.28
H 3.58 1.39 0.77
O 1.22 -0.35 2.64
H 0.84 0.35 3.18
H 1.08 -0.05 1.73
O -0.57 2.85 -2.43
H -1.50 2.76 -2.64
H -0.29 1.95 -2.16
C 2.37 -3.51 0.31
C 3.12 -2.70 -0.73
O 2.38 -2.58 -1.94
H 1.37 -3.13 0.53
H 2.94 -3.62 1.24
H 2.31 -4.53 -0.08
H 4.03 -3.25 -1.00
H 3.40 -1.70 -0.39
H 1.59 -2.06 -1.73
C -4.27 1.20 0.55
C -3.11 0.23 0.34
O -2.58 0.30 -0.96
H -4.55 1.20 1.60
H -5.13 0.94 -0.08
H -4.03 2.23 0.26
H -3.41 -0.80 0.58
H -2.39 0.53 1.11
H -1.61 0.17 -0.89

Charges obtained by Mulliken population analysis, quoted in units of e: -0.746, -0.614, 0.298, 0.300, -0.638, 0.299, 0.302, -0.623, 0.286, 0.317, -0.620, 0.307, 0.290, -0.942, -0.164, -0.531, 0.293, 0.288, 0.292, 0.286, 0.165, 0.253, -1.059, -0.085, -0.477, 0.337, 0.287, 0.256, 0.298, 0.217, 0.128